C3H8OS | wB97M-V/def2-TZVPD

Computed properties:
Frontier orbital gap (spin up / spin down) ... 0.3106 / 0.3105 Ha
Energy above the lowest of the compared OMol25 structures with the same formula, charge and spin ... 162.8 kcal/mol
HOMO energy (spin up / spin down) ... -8.79 / -8.79 eV

Cartesian coordinates (Å):
C (-1.8157, 0.5214, -0.0396)
C (1.0707, 1.0700, 0.4882)
C (0.2059, -1.5550, -0.6102)
O (-0.5573, -0.6839, 1.8260)
S (-0.3813, -0.1454, 0.4542)
H (-1.7280, 1.5051, 0.2422)
H (-1.3358, 0.4503, -1.9852)
H (1.3481, 1.1275, 1.5541)
H (1.9462, 0.8244, -0.1224)
H (0.4651, 2.0118, 0.3345)
H (-0.7209, -2.0795, -0.6480)
H (0.5315, -1.1167, -1.4893)
H (0.9717, -1.9299, -0.0046)


C51H67 | wB97M-V/def2-TZVPD

Computed properties:
Frontier orbital gap ... 0.1419 Ha
Charge ... -1
HOMO energy ... -1.72 eV

Cartesian coordinates (Å):
C (2.1964, 4.7847, 0.9663)
C (2.2307, 3.4691, -0.0464)
C (2.4185, 3.9983, -1.5884)
C (1.3939, 3.1774, -2.5697)
C (-0.1601, 3.6980, -2.5484)
C (-0.3601, 5.3097, -2.7680)
C (-1.5325, 5.7841, -1.6852)
C (-2.2122, 7.2329, -2.0423)
C (-3.8421, 7.1573, -1.8713)
C (-4.3622, 6.4675, -0.4770)
C (-6.0046, 6.2147, -0.6614)
C (-6.3852, 4.6510, -0.2196)
C (-6.1222, 3.5569, -1.4117)
C (-5.1013, 2.3511, -0.8779)
C (-4.8467, 1.1935, -2.0477)
H (3.2250, 4.8492, 1.5409)
H (1.3413, 4.6400, 1.7682)
H (2.0337, 5.8062, 0.3901)
H (1.1628, 2.9714, 0.0857)
H (2.3714, 5.1640, -1.6781)
H (3.5223, 3.6909, -1.9224)
H (1.7820, 3.0732, -3.6939)
H (1.3722, 2.0559, -2.1612)
H (-0.8707, 3.1392, -3.3046)
H (-0.5877, 3.4532, -1.4633)
H (0.6178, 5.9490, -2.7077)
H (-0.7886, 5.4617, -3.8644)
H (-2.4007, 4.9734, -1.8022)
H (-1.1605, 5.6973, -0.5755)
H (-1.8193, 8.0576, -1.2760)
H (-1.8906, 7.6077, -3.1286)
H (-4.3076, 6.6314, -2.8218)
H (-4.2240, 8.2879, -1.8544)
H (-4.1116, 7.1523, 0.4494)
H (-3.9155, 5.3824, -0.2799)
H (-6.2966, 6.3681, -1.7844)
H (-6.5540, 6.9191, 0.0945)
H (-5.8622, 4.3225, 0.7743)
H (-7.5496, 4.6483, -0.0014)
H (-7.1179, 2.9947, -1.7349)
H (-5.5885, 4.1078, -2.2970)
H (-4.0890, 2.8853, -0.5509)
H (-5.5703, 1.8877, 0.0996)
H (-5.8692, 1.0871, -2.6276)
H (-3.9783, 1.5285, -2.7717)
H (-4.6115, 0.1510, -1.5184)
C (7.4729, -0.1205, 0.5388)
C (7.0009, 0.9621, 1.2804)
C (5.8815, 1.6712, 0.8458)
C (5.2275, 1.2911, -0.3266)
C (5.6973, 0.2062, -1.0662)
C (6.8223, -0.4972, -0.6365)
H (8.3473, -0.6707, 0.8760)
H (7.5064, 1.2539, 2.1976)
H (5.5179, 2.5188, 1.4203)
H (4.3522, 1.8405, -0.6629)
H (5.1866, -0.0909, -1.9790)
H (7.1913, -1.3389, -1.2159)
C (4.1729, -3.9274, -2.1509)
C (3.7009, -2.8448, -1.4092)
C (2.5815, -2.1357, -1.8439)
C (1.9275, -2.5158, -3.0163)
C (2.3973, -3.6007, -3.7559)
C (3.5223, -4.3040, -3.3261)
H (5.0473, -4.4776, -1.8136)
H (4.2064, -2.5530, -0.4921)
H (2.2179, -1.2881, -1.2693)
H (1.0522, -1.9664, -3.3525)
H (1.8866, -3.8978, -4.6686)
H (3.8913, -5.1458, -3.9055)
C (3.6252, -0.6186, 2.2749)
C (4.4193, -1.2666, 3.2205)
C (3.8460, -1.7654, 4.3898)
C (2.4753, -1.6247, 4.6090)
C (1.6806, -0.9800, 3.6616)
C (2.2556, -0.4730, 2.4966)
H (4.0730, -0.2270, 1.3653)
H (5.4862, -1.3823, 3.0464)
H (4.4661, -2.2643, 5.1295)
H (2.0275, -2.0177, 5.5179)
H (0.6122, -0.8718, 3.8318)
H (1.6371, 0.0341, 1.7612)
C (-2.3028, -5.3837, -5.0298)
C (-1.0607, -5.5478, -4.4173)
C (-0.8055, -4.9479, -3.1846)
C (-1.7967, -4.1912, -2.5590)
C (-3.0401, -4.0302, -3.1698)
C (-3.2922, -4.6225, -4.4070)
H (-2.5002, -5.8486, -5.9922)
H (-0.2907, -6.1432, -4.9016)
H (0.1647, -5.0704, -2.7108)
H (-1.5997, -3.7277, -1.5960)
H (-3.8130, -3.4419, -2.6814)
H (-4.2590, -4.4923, -4.8851)
C (-4.7348, -6.9409, -1.8001)
C (-4.6395, -7.0901, -0.4169)
C (-5.2580, -8.1697, 0.2131)
C (-5.9642, -9.1063, -0.5422)
C (-6.0562, -8.9591, -1.9260)
C (-5.4455, -7.8744, -2.5549)
H (-4.2555, -6.0976, -2.2903)
H (-4.0835, -6.3640, 0.1708)
H (-5.1893, -8.2820, 1.2917)
H (-6.4421, -9.9504, -0.0520)
H (-6.6051, -9.6900, -2.5146)
H (-5.5221, -7.7571, -3.6322)
C (4.2252, -0.4282, 7.8730)
C (5.0193, -1.0762, 8.8186)
C (4.4460, -1.5750, 9.9879)
C (3.0753, -1.4343, 10.2072)
C (2.2806, -0.7895, 9.2597)
C (2.8556, -0.2825, 8.0947)
H (4.6730, -0.0366, 6.9634)
H (6.0862, -1.1919, 8.6445)
H (5.0661, -2.0739, 10.7276)
H (2.6275, -1.8272, 11.1161)
H (1.2122, -0.6814, 9.4300)
H (2.2371, 0.2245, 7.3594)


C5H9N2 | wB97M-V/def2-TZVPD

Computed properties:
Structure (SMILES) ... C[C@H]1C[C@@H]1C[N+]#N
Frontier orbital gap ... 0.3275 Ha
Charge ... +1
Energy above the lowest of the compared OMol25 structures with the same formula, charge and spin ... 117.2 kcal/mol
HOMO energy ... -14.81 eV

Cartesian coordinates (Å):
C (-0.1317, 1.0245, -0.3657)
C (-1.4153, -1.1705, 0.1357)
C (-0.3197, -0.4454, -0.5134)
C (2.2755, 0.1693, 0.1605)
C (0.7591, 0.0856, 0.4117)
N (-2.5407, -0.2516, -0.0223)
N (-3.0551, 0.7602, -0.0653)
H (0.2421, 1.4872, -1.2969)
H (-1.8727, -2.0923, -0.1768)
H (-1.4773, -1.2454, 1.2182)
H (-0.1017, -1.0017, -1.4821)
H (3.0450, -0.4642, 0.6985)
H (2.5319, 1.2530, 0.4948)
H (2.3915, 0.3155, -0.9251)
H (-0.9889, 1.4401, 0.2283)
H (0.6580, 0.1358, 1.5000)


C5H12N2O2 | wB97M-V/def2-TZVPD

Computed properties:
Structure (SMILES) ... CCC(N)=O.CC(N)=O
Frontier orbital gap ... 0.3827 Ha
Energy above the lowest of the compared OMol25 structures with the same formula, charge and spin ... 43.6 kcal/mol
HOMO energy ... -9.59 eV

Cartesian coordinates (Å):
C (1.8026, -1.4098, 1.3399)
C (1.5076, -1.8186, -0.0374)
O (1.0458, -1.1245, -0.8747)
N (2.0827, -3.0222, -0.2752)
H (2.4915, -0.5779, 1.3499)
H (2.0010, -2.1257, 2.1458)
H (1.8330, -3.5957, -0.9574)
H (2.2217, -3.6285, 0.5027)
H (0.9297, -0.8359, 1.7921)
C (-0.6805, 1.9345, -0.2941)
C (-1.6850, 3.0008, -0.7544)
C (-1.1764, 0.6780, 0.3431)
O (-1.1775, 0.3439, 1.5125)
N (-1.7249, -0.2664, -0.5601)
H (-0.3066, 1.6109, -1.4158)
H (0.0856, 2.5143, 0.3522)
H (-2.6239, 2.5520, -0.9857)
H (-1.7368, -1.1452, -0.1871)
H (-1.6753, -0.0742, -1.5163)
H (-1.4088, 3.4632, -1.6061)
H (-1.8055, 3.5270, 0.1260)


C5H14N2 | wB97M-V/def2-TZVPD

Computed properties:
Structure (SMILES) ... CNCCN(C)C
Frontier orbital gap ... 0.3601 Ha
Energy above the lowest of the compared OMol25 structures with the same formula, charge and spin ... 41.0 kcal/mol
HOMO energy ... -8.70 eV

Cartesian coordinates (Å):
C (1.5546, 1.1723, -0.1278)
N (0.6307, 0.4918, 0.7614)
C (0.9985, 0.7085, 2.1449)
C (0.5631, -0.9738, 0.4333)
C (-0.3477, -1.1856, -0.7997)
N (-1.6615, -0.6322, -0.4193)
C (-2.4935, -0.3007, -1.6489)
H (1.1109, 1.1701, -1.1283)
H (1.6216, 2.2310, 0.1413)
H (2.6117, 0.7928, -0.1772)
H (0.2572, 1.0806, 2.8429)
H (1.7712, 1.5553, 2.2498)
H (1.6208, -0.0371, 2.6160)
H (-0.0292, -1.4506, 1.2476)
H (1.5530, -1.4403, 0.4270)
H (0.1043, -0.6786, -1.6977)
H (-0.4863, -2.2387, -1.0408)
H (-1.4431, 0.2894, -0.0506)
H (-1.8127, 0.0949, -2.4101)
H (-3.1561, 0.4931, -1.2619)
H (-2.9675, -1.1421, -2.1020)


C5H14N2 | wB97M-V/def2-TZVPD

Computed properties:
Structure (SMILES) ... CC(C)CNCN
Frontier orbital gap ... 0.3688 Ha
Energy above the lowest of the compared OMol25 structures with the same formula, charge and spin ... 49.2 kcal/mol
HOMO energy ... -9.00 eV

Cartesian coordinates (Å):
C (-0.1574, -0.1045, 0.3459)
C (0.7184, -1.1056, -0.5140)
C (1.6406, -0.3194, -1.4967)
C (1.3636, -2.2907, 0.3579)
N (-0.8365, 0.9609, -0.5438)
C (-2.0195, 1.5528, 0.2399)
N (-1.5492, 1.9366, 1.5256)
H (-0.9440, -0.7264, 0.9616)
H (0.4561, 0.3125, 1.0944)
H (-0.0017, -1.6356, -1.2093)
H (1.4135, -0.5662, -2.5438)
H (1.3072, 0.6644, -1.4414)
H (2.6847, -0.6972, -1.2316)
H (1.9838, -1.9076, 1.1207)
H (2.0034, -2.9769, -0.1922)
H (0.6435, -2.9508, 0.8795)
H (-0.2881, 1.7699, -0.8049)
H (-2.7243, 0.7231, 0.2262)
H (-2.2449, 2.3721, -0.3820)
H (-2.3699, 2.2290, 2.1485)
H (-1.0796, 2.7595, 1.4596)